# 1
Below is a single C4H5NO3 molecule at a distorted geometry, with properties calculated with ωB97M-V/def2-TZVPD.

Atoms and positions in Å:
O 2.008 -1.202 0.006
C 1.340 -0.646 -0.834
N 0.746 0.576 -0.626
C 0.541 1.046 0.769
C -0.621 0.788 -0.198
C -1.581 -0.347 -0.078
O -2.688 -0.347 -0.566
O -1.168 -1.404 0.654
H 1.048 -1.016 -1.890
H 0.804 2.075 0.984
H 0.920 0.264 1.502
H -1.115 1.663 -0.591
H -0.233 -1.449 0.867

The value obtained for the energy above the lowest of the compared OMol25 structures with the same formula, charge and spin is 171.6 kJ/mol. Its SMILES is O=CN1C[C@@H]1C(=O)O. Its HOMO energy is -10.7 eV. The LUMO energy is 0.65 eV. Its total charge is 0.

=====

# 2
Below is a single C4H5NO3 molecule at a distorted geometry, with properties calculated with ωB97M-V/def2-TZVPD.

Atoms and positions in Å:
N -2.237 0.128 -0.115
C -1.102 -0.086 -0.097
C -0.303 -1.163 -0.082
C 1.082 -0.668 0.247
O 2.192 -1.523 -0.132
C 1.090 0.730 0.169
O 1.861 1.779 -0.308
O -0.274 1.032 0.063
H -2.730 0.849 0.313
H -3.027 -0.659 -0.227
H -0.713 -2.252 -0.358
H 2.836 -0.834 0.225
H 1.326 2.669 0.302

The value obtained for the energy above the lowest of the compared OMol25 structures with the same formula, charge and spin is 578.0 kJ/mol. Its SMILES is Nc1cc(O)c(O)o1. Its HOMO energy is -7.0 eV. The LUMO energy is 0.41 eV. Its total charge is 0.

=====

# 3
Below is a single C4H5NO3S molecule at a distorted geometry, with properties calculated with ωB97M-V/def2-TZVPD.

Atoms and positions in Å:
C 1.694 -2.125 -0.663
C -1.128 -0.285 1.389
C 0.908 0.153 -0.238
C -0.284 -0.662 0.088
N 1.776 -0.803 -0.870
O -1.858 0.647 1.690
O -0.318 -3.512 0.235
O 2.276 -2.995 -1.242
S 0.235 -2.295 0.796
H -1.022 -1.044 2.144
H 0.659 1.000 -0.806
H 1.241 0.643 0.640
H -0.626 -0.743 -0.877
H 2.403 -0.489 -1.634

The value obtained for the energy above the lowest of the compared OMol25 structures with the same formula, charge and spin is 261.8 kJ/mol. Its HOMO energy is -9.3 eV. The LUMO energy is -0.30 eV. Its total charge is 0.

=====

# 4
Below is a single C4H5NO4 molecule at a distorted geometry, with properties calculated with ωB97M-V/def2-TZVPD.

Atoms and positions in Å:
O -1.219 0.984 -1.552
C -0.622 1.053 -0.537
O -1.115 1.118 0.694
C -1.042 -0.150 1.460
C 0.358 -0.791 1.538
O 0.556 -1.612 0.355
C 1.141 -1.204 -0.765
N 1.303 -0.066 -1.265
O 0.757 0.916 -0.435
H -1.784 -0.874 1.153
H -1.285 0.230 2.469
H 0.348 -1.557 2.306
H 1.173 -0.059 1.664
H 1.592 -1.969 -1.407

The value obtained for the energy above the lowest of the compared OMol25 structures with the same formula, charge and spin is 310.8 kJ/mol. Its SMILES is O=C1OCCO/C=N\O1. Its HOMO energy is -10.2 eV. The LUMO energy is 0.63 eV. Its total charge is 0.

=====

# 5
Below is a single C4H5NO4 molecule at a distorted geometry, with properties calculated with ωB97M-V/def2-TZVPD.

Atoms and positions in Å:
H -0.879 3.061 -0.020
N -1.625 2.352 0.080
C -1.238 1.184 0.210
C -1.881 -0.152 0.055
O -2.953 -0.591 -0.305
C -0.473 -0.871 0.055
O -0.131 -1.230 -1.262
O -0.381 -2.029 0.890
C 0.137 0.515 0.497
O 1.262 0.924 -0.211
H -0.339 -2.162 -1.467
H -0.025 -1.925 1.812
H 0.164 0.538 1.627
H 1.146 0.323 -0.928

The value obtained for the energy above the lowest of the compared OMol25 structures with the same formula, charge and spin is 281.1 kJ/mol. Its SMILES is [H]/N=C1/C(=O)C(O)(O)[C@H]1O. Its HOMO energy is -9.4 eV. The LUMO energy is -0.81 eV. Its total charge is 0.

=====

# 6
Below is C4H5NO5S2 as an isolated structure at a distorted geometry, with properties calculated with ωB97M-V/def2-TZVPD.

Atoms and positions in Å:
C -0.128 0.151 1.428
C -0.494 0.065 -1.078
C 1.791 0.032 -0.211
C 1.494 1.222 -1.219
N 0.371 -0.418 0.078
O -0.824 -2.359 1.256
O -1.989 -1.127 3.063
O -3.121 0.741 -1.321
O -2.457 -0.577 0.716
O 0.118 1.106 -1.685
S -1.356 -1.113 1.761
S -2.146 0.744 -0.213
H 2.322 -0.804 -0.626
H 2.169 0.545 0.701
H 1.597 2.193 -0.912
H 2.208 1.080 -2.001
H 0.445 -1.482 0.265

The value obtained for the energy above the lowest of the compared OMol25 structures with the same formula, charge and spin is 365.8 kJ/mol. Its HOMO energy (alpha / beta) is -9.1 / -9.2 eV. The LUMO energy (alpha / beta) is -1.15 / -1.87 eV. Its total charge is 0.

=====

# 7
Below is a single C4H5NOS molecule at a distorted geometry, with properties calculated with ωB97M-V/def2-TZVPD.

Atoms and positions in Å:
C -0.641 -0.968 -1.319
C -0.241 0.314 -1.785
C 0.336 1.418 -0.997
O 0.725 2.394 -1.511
S 0.842 1.020 0.726
N -0.042 -0.301 1.394
C 0.252 -0.467 2.642
H -0.559 -1.461 -0.291
H -1.118 -1.508 -2.314
H -0.087 0.628 -3.032
H 0.900 0.030 3.319
H -0.365 -1.100 3.168

The value obtained for the energy above the lowest of the compared OMol25 structures with the same formula, charge and spin is 378.7 kJ/mol. Its SMILES is C=CC(=O)SN=C. Its HOMO energy is -9.3 eV. The LUMO energy is -0.07 eV. Its total charge is 0.

=====

# 8
Below is a single C4H5NOS molecule at a distorted geometry, with properties calculated with ωB97M-V/def2-TZVPD.

Atoms and positions in Å:
O -1.438 -0.726 0.745
C -0.239 -0.666 0.589
C 0.673 -1.210 1.632
S 2.266 -1.190 1.636
C 0.314 0.077 -0.608
C -0.279 1.378 -0.882
N -0.583 0.261 -1.717
H 0.085 -1.715 2.437
H 1.359 -0.037 -0.868
H -1.040 1.813 -0.246
H 0.391 2.105 -1.356
H -1.510 -0.091 -1.362

The value obtained for the energy above the lowest of the compared OMol25 structures with the same formula, charge and spin is 216.6 kJ/mol. Its SMILES is O=C(C=S)[C@@H]1CN1. Its HOMO energy is -9.5 eV. The LUMO energy is -1.64 eV. Its total charge is 0.

=====

# 9
Below is a single C4H5NOS molecule at a distorted geometry, with properties calculated with ωB97M-V/def2-TZVPD.

Atoms and positions in Å:
C 2.900 -0.364 -0.443
C 1.798 -0.049 -0.068
C 0.572 0.493 0.512
O 0.444 1.813 0.088
C -0.605 -0.388 0.093
N -0.240 -1.692 0.235
S -2.116 0.101 -0.266
H 3.954 -0.604 -0.725
H 0.685 0.428 1.590
H -0.437 2.045 -0.101
H -0.931 -2.406 0.344
H 0.716 -1.886 0.231

The value obtained for the energy above the lowest of the compared OMol25 structures with the same formula, charge and spin is 229.7 kJ/mol. Its SMILES is C#C[C@@H](O)C(N)=S. Its HOMO energy is -9.0 eV. The LUMO energy is 0.34 eV. Its total charge is 0.

=====

# 10
Below is C4H5NOS as an isolated structure at a distorted geometry, with properties calculated with ωB97M-V/def2-TZVPD.

Atoms and positions in Å:
C 3.007 -0.398 0.005
C 1.594 -0.023 -0.068
C 0.529 -0.964 0.029
C -0.668 -0.183 0.029
H 3.643 -0.293 -0.954
H 3.309 0.213 0.931
H 3.141 -1.534 0.305
H 0.384 -1.930 0.332
H -2.650 1.114 0.950
N -0.327 1.091 -0.031
O 0.959 1.142 -0.034
S -2.499 -0.309 -0.065

The value obtained for the energy above the lowest of the compared OMol25 structures with the same formula, charge and spin is 422.1 kJ/mol. Its HOMO energy is -9.0 eV. The LUMO energy is 0.01 eV. Its total charge is 0.

=====

# 11
Below is a single C4H5NOS molecule at a distorted geometry, with properties calculated with ωB97M-V/def2-TZVPD.

Atoms and positions in Å:
C -1.750 -1.912 1.103
C -0.776 -1.080 0.736
N -0.825 0.292 0.350
C 0.345 0.671 -0.275
S 0.564 1.979 -1.210
C 1.311 -0.487 0.043
O 0.505 -1.519 0.595
H -1.467 -2.930 1.326
H -2.764 -1.494 1.292
H -1.722 0.694 0.060
H 1.777 -0.794 -0.892
H 2.099 -0.176 0.720

The value obtained for the energy above the lowest of the compared OMol25 structures with the same formula, charge and spin is 83.9 kJ/mol. Its SMILES is C=C1NC(=S)CO1. Its HOMO energy is -8.7 eV. The LUMO energy is 0.24 eV. Its total charge is 0.

=====

# 12
Below is a single C4H5NOS2 molecule at a distorted geometry, with properties calculated with ωB97M-V/def2-TZVPD.

Atoms and positions in Å:
S -2.431 -0.890 -0.101
N -2.240 0.953 0.095
C -1.036 1.280 0.010
C 0.214 0.553 -0.019
C 1.464 1.065 -0.075
S 2.746 -0.185 -0.056
C 1.368 -1.485 0.075
O 0.130 -0.849 -0.036
H -3.843 -0.896 0.053
H -0.883 2.378 -0.092
H 1.662 2.168 -0.145
H 1.398 -2.083 -0.815
H 1.451 -2.008 1.105

The value obtained for the energy above the lowest of the compared OMol25 structures with the same formula, charge and spin is 259.7 kJ/mol. Its SMILES is S/N=C\C1=CSCO1. Its HOMO energy is -8.0 eV. The LUMO energy is 0.34 eV. Its total charge is 0.

=====

- What is the total charge in the fourth record?
  0

=====

- Look up the total charge of the first one.
  0

=====

- total charge of number 6 (C4H5NO5S2)?
  0